# 1
DFT (ωB97M-V with the def2-TZVPD basis set) results for a structure of composition C33H34N5O4RuS4.

E_LUMO (alpha / beta) in eV: 0.1359 / -0.2940
Frontier orbital gap (alpha / beta) in eV: 6.83 / 6.29
Highest occupied orbital energy (alpha / beta) in eV: -6.69 / -6.58
Energy relative to the best compared isomer or geometry (same formula, charge and spin) in kJ/mol: 190.6
Multiplicity: 2
Calculated total energy in eV: -96335.5225

CARTESIAN COORDINATES (ANGSTROEM)
Ru -0.48 0.25 0.06
S -4.31 0.89 0.27
C -3.00 0.10 -0.32
S -1.96 0.54 -1.69
S -2.27 -1.30 0.45
C 1.84 2.57 -5.89
O 1.59 1.67 -4.83
C 0.67 0.68 -5.04
C -0.05 0.54 -6.22
C -0.94 -0.52 -6.37
C -1.12 -1.43 -5.35
C -0.43 -1.28 -4.16
C 0.46 -0.22 -3.99
N 1.19 -0.16 -2.77
C 1.14 0.81 -1.83
N 0.78 2.07 -2.10
C 0.20 2.88 -1.10
C -0.50 2.30 -0.04
C -1.23 3.16 0.78
C -1.22 4.53 0.58
C -0.48 5.09 -0.45
C 0.23 4.26 -1.30
O 0.94 4.68 -2.40
C 0.91 6.06 -2.68
N 1.53 0.50 -0.57
C 2.63 1.17 -0.04
C 2.83 1.19 1.34
C 3.95 1.77 1.92
C 4.92 2.33 1.12
C 4.78 2.27 -0.26
C 3.67 1.68 -0.84
O 3.52 1.53 -2.18
C 4.51 2.06 -3.04
H 2.63 3.24 -5.54
H 0.96 3.16 -6.14
H 2.19 2.04 -6.78
H 0.08 1.24 -7.03
H -1.48 -0.62 -7.30
H -1.82 -2.25 -5.47
H -0.59 -1.95 -3.33
H 1.40 -1.05 -2.34
H 0.79 2.39 -3.06
H -1.88 2.74 1.54
H -1.82 5.16 1.22
H -0.48 6.17 -0.59
H 1.49 6.20 -3.60
H 1.37 6.65 -1.88
H -0.11 6.42 -2.84
H 2.09 0.71 1.96
H 4.05 1.78 3.00
H 5.80 2.80 1.56
H 5.56 2.69 -0.89
H 4.18 1.81 -4.05
H 5.49 1.61 -2.86
H 4.58 3.14 -2.94
S 0.60 1.29 4.64
C 0.17 1.42 2.99
N -0.09 0.32 2.36
C 0.09 -0.78 3.21
C -0.10 -2.12 2.90
C 0.12 -3.07 3.88
C 0.52 -2.71 5.17
C 0.70 -1.39 5.50
C 0.48 -0.43 4.52
H 0.15 2.39 2.52
H -0.41 -2.41 1.91
H -0.02 -4.12 3.64
H 0.68 -3.48 5.91
H 1.00 -1.09 6.50
C 3.70 -2.29 -1.19
N 3.28 -2.25 0.20
C 4.29 -1.97 1.19
C 1.98 -2.31 0.54
O 1.02 -2.39 -0.21
H 4.37 -3.13 -1.36
H 4.20 -1.36 -1.46
H 2.82 -2.41 -1.82
H 5.24 -2.40 0.86
H 4.03 -2.43 2.14
H 4.43 -0.90 1.33
H 1.85 -2.26 1.64

Löwdin population analysis, charges in e, atoms 1 to 8: number 1, Ru, carries 0.88; number 2, S, carries 0.47; number 3, C, carries -1.76; number 4, S, carries 0.56; number 5, S, carries 0.45; number 6, C, carries -0.07; number 7, O, carries -0.11; number 8, C, carries -0.21

***

# 2
DFT (ωB97M-V with the def2-TZVPD basis set) results for an isolated molecule of C4H3NO2.

E_LUMO in eV: 0.7350
Frontier orbital gap in eV: 10.11
Highest occupied orbital energy in eV: -9.38
Energy relative to the best compared isomer or geometry (same formula, charge and spin) in kJ/mol: 436.6
Multiplicity: 1
Calculated total energy in eV: -9777.1611

CARTESIAN COORDINATES (ANGSTROEM)
C -1.72 -0.14 0.11
C -0.55 -0.33 0.95
C 0.89 0.79 -0.41
C 1.11 -0.44 -0.68
H -0.47 -0.65 2.12
H 1.08 1.89 -0.82
H 1.93 -1.03 -1.32
N -2.50 0.10 -0.85
O 0.01 1.01 0.73
O 0.23 -1.21 0.17

Löwdin population analysis, charges in e, atoms 1 to 8: number 1, C, carries -0.10; number 2, C, carries -0.31; number 3, C, carries -0.10; number 4, C, carries -0.07; number 5, H, carries 0.21; number 6, H, carries 0.18; number 7, H, carries 0.18; number 8, N, carries 0.16

***

# 3
DFT (ωB97M-V with the def2-TZVPD basis set) results for an isolated molecule of C3H4O3.

E_LUMO in eV: -0.1152
Frontier orbital gap in eV: 10.13
Highest occupied orbital energy in eV: -10.24
Energy relative to the best compared isomer or geometry (same formula, charge and spin) in kJ/mol: 274.7
Multiplicity: 1
Calculated total energy in eV: -9315.8538

CARTESIAN COORDINATES (ANGSTROEM)
O -0.40 0.46 -1.30
C -0.33 -0.39 0.01
C -0.89 0.79 0.74
O -2.08 0.86 0.95
C 1.09 -0.85 0.03
O 1.86 -0.38 -0.78
H 0.50 0.82 -1.53
H -0.99 -1.27 0.31
H -0.19 1.62 0.86
H 1.43 -1.66 0.71

Löwdin population analysis, charges in e, atoms 1 to 8: number 1, O, carries -0.05; number 2, C, carries -0.19; number 3, C, carries -0.26; number 4, O, carries 0.08; number 5, C, carries -0.19; number 6, O, carries 0.06; number 7, H, carries 0.11; number 8, H, carries 0.18

***

# 4
DFT (ωB97M-V with the def2-TZVPD basis set) results for a structure of composition C12H11AuO4SSi.

E_LUMO in eV: 4.8221
Frontier orbital gap in eV: 5.95
Total charge: -2
Highest occupied orbital energy in eV: -1.13
Multiplicity: 1
Calculated total energy in eV: -43219.3539

CARTESIAN COORDINATES (ANGSTROEM)
Au -1.26 -2.17 -1.16
O -2.71 -5.58 -2.15
S -1.61 -4.66 -2.48
O -0.88 -5.13 -3.67
O -2.20 -3.27 -2.78
O -0.68 -4.49 -1.31
C 3.97 0.73 -0.91
C 2.87 0.95 -1.72
C 1.61 0.54 -1.32
C 1.40 -0.09 -0.10
C 2.52 -0.33 0.69
C 3.79 0.07 0.30
Si -0.33 -0.78 0.39
C -1.16 0.83 1.06
C -1.35 1.05 2.42
C -2.09 2.12 2.90
C -2.66 3.02 2.01
C -2.46 2.84 0.65
C -1.73 1.76 0.19
H 4.95 1.05 -1.21
H 3.00 1.45 -2.68
H 0.77 0.70 -1.98
H 2.39 -0.84 1.63
H 4.64 -0.11 0.95
H 0.05 -1.33 1.75
H -0.91 0.37 3.12
H -2.22 2.27 3.96
H -3.25 3.85 2.37
H -2.89 3.55 -0.05
H -1.59 1.62 -0.87

Löwdin population analysis, charges in e, atoms 1 to 8: number 1, Au, carries 0.57; number 2, O, carries -0.45; number 3, S, carries 0.18; number 4, O, carries -0.45; number 5, O, carries -0.59; number 6, O, carries -0.54; number 7, C, carries -0.14; number 8, C, carries -0.12

***

# 5
DFT (ωB97M-V with the def2-TZVPD basis set) results for a cluster of 6 separate species, H12S6 in total.

E_LUMO (alpha / beta) in eV: 2.7326 / 2.6743
Frontier orbital gap (alpha / beta) in eV: 2.26 / 9.15
Total charge: -1
Highest occupied orbital energy (alpha / beta) in eV: 0.47 / -6.48
Energy relative to the best compared isomer or geometry (same formula, charge and spin) in kJ/mol: 85.0
Multiplicity: 2
Calculated total energy in eV: -65203.8764

CARTESIAN COORDINATES (ANGSTROEM)
S 2.73 -0.82 1.74
H 2.45 -0.36 0.41
H 2.92 -1.87 1.04
S 2.28 3.62 0.97
H 1.51 4.37 0.29
H 3.43 3.77 0.44
S 2.65 -1.33 -2.36
H 2.74 -2.57 -2.80
H 1.74 -1.61 -1.37
S -3.02 2.82 1.09
H -2.55 3.03 -0.08
H -2.13 2.04 1.65
S -2.94 -1.45 -2.78
H -2.05 -2.05 -3.58
H -2.77 -0.15 -3.12
S -2.38 -2.58 3.43
H -3.24 -2.36 2.47
H -1.38 -2.51 2.58

Löwdin population analysis, charges in e, atoms 1 to 8: number 1, S, carries 0.31; number 2, H, carries -0.22; number 3, H, carries -0.32; number 4, S, carries 0.46; number 5, H, carries -0.28; number 6, H, carries -0.27; number 7, S, carries 0.28; number 8, H, carries -0.28

***

# 6
DFT (ωB97M-V with the def2-TZVPD basis set) results for the ion C9H10Cl2F3NO2PS with charge -1.

E_LUMO in eV: 2.9641
Frontier orbital gap in eV: 8.39
Total charge: -1
Highest occupied orbital energy in eV: -5.42
Multiplicity: 1
Calculated total energy in eV: -68396.3639

CARTESIAN COORDINATES (ANGSTROEM)
C -0.03 -2.22 0.61
C -0.85 -2.09 -0.71
Cl -1.39 -3.67 -1.50
C -1.14 -0.87 -1.30
Cl -2.11 -0.98 -2.89
P -0.76 0.94 -0.78
C 1.05 0.55 -0.18
C 1.85 -0.24 -1.23
C 3.32 -0.61 -1.00
C 3.78 -0.09 0.37
C 2.85 0.70 1.24
N 1.50 1.07 1.05
S -1.75 0.82 1.14
O -2.45 -0.46 1.50
O -1.12 1.45 2.35
C -3.27 1.98 0.93
F -3.86 2.28 2.18
F -4.22 1.39 0.07
F -2.87 3.19 0.28
H 1.08 -2.39 0.34
H -0.35 -3.18 1.15
H -0.05 -1.39 1.37
H -2.01 1.42 -1.37
H -0.45 2.32 -0.49
H -0.17 1.12 -2.09
H 1.40 -0.58 -2.23
H 3.91 -1.22 -1.74
H 4.83 -0.32 0.71
H 3.29 1.06 2.24

Löwdin population analysis, charges in e, atoms 1 to 8: number 1, C, carries -0.14; number 2, C, carries -0.69; number 3, Cl, carries 0.49; number 4, C, carries -0.73; number 5, Cl, carries 0.45; number 6, P, carries 0.36; number 7, C, carries -0.37; number 8, C, carries -0.08

***

# 7
DFT (ωB97M-V with the def2-TZVPD basis set) results for a cluster of 2 separate species, CH4N2S in total.

E_LUMO (alpha / beta) in eV: -0.5461 / -0.0134
Frontier orbital gap (alpha / beta) in eV: 8.53 / 8.59
Highest occupied orbital energy (alpha / beta) in eV: -9.07 / -8.61
Energy relative to the best compared isomer or geometry (same formula, charge and spin) in kJ/mol: 693.1
Multiplicity: 1
Calculated total energy in eV: -14910.4205

CARTESIAN COORDINATES (ANGSTROEM)
C 0.93 0.48 -0.09
N -0.06 -0.09 -0.85
N -0.40 0.18 0.42
S -0.78 -1.08 1.56
H 1.58 -0.37 0.24
H 1.11 1.49 -0.12
H -1.14 1.32 -1.85
H -1.24 -1.94 0.70

How is the electron density shared among the atoms? According to Löwdin, the charges in e are: number 1, C, carries -0.27; number 2, N, carries -0.06; number 3, N, carries -0.54; number 4, S, carries 0.74; number 5, H, carries 0.11; number 6, H, carries 0.07; number 7, H, carries 0.12; number 8, H, carries -0.18

***

# 8
DFT (ωB97M-V with the def2-TZVPD basis set) results for a cluster of 2 separate species, C2H11N2O in total.

E_LUMO in eV: -3.6687
Frontier orbital gap in eV: 9.55
Total charge: +1
Highest occupied orbital energy in eV: -13.22
Energy relative to the best compared isomer or geometry (same formula, charge and spin) in kJ/mol: 77.7
Multiplicity: 1
Calculated total energy in eV: -7273.4706

CARTESIAN COORDINATES (ANGSTROEM)
N 1.49 -2.38 1.04
H 1.35 -1.31 0.82
H 1.39 -2.54 2.04
H 0.80 -2.92 0.53
H 2.43 -2.65 0.74
C -1.71 1.94 -0.97
N -0.71 1.42 -0.03
C -0.05 0.24 -0.48
O 1.17 0.10 0.30
H -1.26 2.02 -1.95
H -2.01 2.92 -0.65
H -2.59 1.30 -1.05
H -1.18 1.22 0.85
H -0.63 -0.69 -0.36
H 0.23 0.36 -1.53
H 1.29 0.98 0.70

Löwdin population analysis, charges in e, atoms 1 to 8: number 1, N, carries 0.28; number 2, H, carries 0.08; number 3, H, carries 0.15; number 4, H, carries 0.14; number 5, H, carries 0.15; number 6, C, carries -0.09; number 7, N, carries -0.10; number 8, C, carries -0.26

***

# 9
DFT (ωB97M-V with the def2-TZVPD basis set) results for an isolated molecule of C4H7N3.

E_LUMO in eV: 0.6534
Frontier orbital gap in eV: 9.20
Highest occupied orbital energy in eV: -8.54
Energy relative to the best compared isomer or geometry (same formula, charge and spin) in kJ/mol: 199.5
Multiplicity: 1
Calculated total energy in eV: -8729.6119

CARTESIAN COORDINATES (ANGSTROEM)
C 2.24 0.18 0.37
N 0.86 -0.23 0.32
C -0.20 0.67 -0.09
C -1.29 -0.35 -0.28
C -2.61 -0.19 -0.23
N -0.64 -1.62 -0.40
N 0.56 -1.49 -0.06
H 2.85 -0.71 0.56
H 2.38 0.89 1.19
H 2.56 0.65 -0.57
H 0.07 1.18 -1.03
H -3.05 0.78 -0.03
H -0.43 1.42 0.67
H -3.27 -1.04 -0.34

Löwdin population analysis, charges in e, atoms 1 to 8: number 1, C, carries -0.06; number 2, N, carries -0.23; number 3, C, carries -0.12; number 4, C, carries -0.35; number 5, C, carries 0.06; number 6, N, carries 0.04; number 7, N, carries 0.03; number 8, H, carries 0.08